# 1
This record from OMol25 describes 10 unconnected molecules or ions with the total composition C34H68O22 in a non-equilibrium geometry. The level of theory is the ωB97M-V functional and the def2-TZVPD basis.

The geometry in XYZ format:
```
124
C34H68O22 (the ωB97M-V functional and the def2-TZVPD basis)
C -1.301 -4.133 1.285
O 0.132 -3.913 1.192
C 0.765 -3.557 2.348
O 1.966 -3.618 2.413
O -0.004 -3.011 3.259
C 0.649 -2.642 4.537
H -1.491 -4.900 2.053
H -1.596 -4.526 0.307
H -1.846 -3.208 1.481
H 1.479 -1.993 4.294
H 0.958 -3.589 4.929
H -0.200 -2.170 4.973
C 3.819 -4.845 -0.041
O 2.828 -3.916 -0.687
C 3.451 -2.956 -1.371
O 4.613 -2.818 -1.560
O 2.409 -2.224 -1.850
C 2.892 -1.179 -2.812
H 3.172 -5.477 0.553
H 4.454 -4.183 0.513
H 4.263 -5.460 -0.818
H 3.594 -1.672 -3.462
H 3.412 -0.427 -2.224
H 1.933 -0.852 -3.216
C 3.637 3.404 3.130
O 3.485 1.905 3.222
C 3.869 1.268 2.112
O 4.394 1.722 1.156
O 3.662 -0.035 2.406
C 4.237 -0.910 1.376
H 2.867 3.831 2.485
H 4.634 3.668 2.812
H 3.404 3.694 4.134
H 3.674 -0.856 0.444
H 4.284 -1.896 1.857
H 5.222 -0.640 1.011
C 0.351 7.464 -2.966
O 0.701 6.075 -2.768
C 1.710 5.887 -1.931
O 2.356 6.749 -1.387
O 1.845 4.568 -1.818
C 2.894 4.146 -0.882
H 0.294 7.959 -2.012
H -0.648 7.442 -3.354
H 1.087 7.862 -3.660
H 3.848 4.221 -1.362
H 2.671 3.103 -0.714
H 2.776 4.773 -0.015
C 1.184 -2.859 -6.292
O 0.449 -2.230 -5.180
C 0.278 -3.058 -4.133
O 0.748 -4.132 -3.989
O -0.562 -2.444 -3.336
C -0.855 -3.234 -2.176
H 1.149 -2.141 -7.096
H 0.659 -3.757 -6.624
H 2.206 -3.001 -6.001
H -1.276 -4.186 -2.518
H -1.568 -2.637 -1.603
H 0.016 -3.443 -1.547
C -5.043 -2.462 -1.605
O -5.047 -1.204 -0.804
C -4.742 -0.095 -1.539
O -4.616 -0.069 -2.715
O -4.618 0.913 -0.666
C -4.122 2.135 -1.275
H -4.098 -2.491 -2.135
H -5.936 -2.484 -2.248
H -5.145 -3.257 -0.847
H -4.227 2.834 -0.451
H -4.864 2.422 -2.032
H -3.173 1.920 -1.731
C 0.078 1.309 -4.952
C -1.268 0.891 -5.510
C -2.150 1.006 -4.292
O -1.542 2.028 -3.476
C -0.369 2.520 -4.139
H 0.777 1.545 -5.769
H 0.464 0.533 -4.286
H -1.266 -0.159 -5.827
H -1.612 1.504 -6.349
H -2.209 0.097 -3.678
H -3.172 1.311 -4.571
H 0.375 2.817 -3.402
H -0.603 3.406 -4.783
C 0.263 2.269 4.337
C -0.496 2.686 5.566
C -0.995 1.343 6.129
O -0.052 0.353 5.648
C 0.919 0.962 4.765
H 0.967 3.065 4.023
H -0.384 2.003 3.494
H -1.311 3.381 5.342
H 0.184 3.153 6.295
H -1.976 1.023 5.806
H -0.993 1.456 7.231
H 1.143 0.264 3.976
H 1.854 1.078 5.305
C 0.106 1.027 -0.808
C 1.127 0.730 0.267
C 0.731 -0.654 0.775
O -0.628 -0.829 0.398
C -1.139 0.332 -0.246
H 0.377 0.565 -1.757
H 0.001 2.085 -1.015
H 1.085 1.386 1.147
H 2.158 0.707 -0.085
H 0.786 -0.797 1.868
H 1.340 -1.426 0.317
H -1.687 0.970 0.475
H -1.802 0.072 -1.073
C -3.319 -0.972 4.292
C -2.719 -0.331 3.000
C -3.609 -0.873 1.939
O -3.928 -2.225 2.377
C -3.652 -2.383 3.777
H -4.228 -0.403 4.566
H -2.621 -0.920 5.123
H -1.675 -0.626 2.852
H -2.736 0.758 3.075
H -3.083 -0.946 0.987
H -4.539 -0.302 1.909
H -2.821 -3.113 3.876
H -4.550 -2.854 4.250
```

Results
**Molar mass**: 828.90 Da
**Energy relative to the best compared isomer or geometry (same formula, charge and spin)**: 0.0 kcal per mole
**E_LUMO**: 0.018 hartree
**SMILES**: COC(=O)OC.COC(=O)OC.COC(=O)OC.COC(=O)OC.COC(=O)OC.COC(=O)OC.C1CCOC1.C1CCOC1.C1CCOC1.C1CCOC1
**Total energy**: -81403.5928 eV
**Max |F|**: 0.06838 Eh/bohr
**Spin multiplicity**: 1

# 2
This record from OMol25 describes 14 unconnected molecules or ions with the total composition C34H69N10O4 in a non-equilibrium geometry. The level of theory is the ωB97M-V functional and the def2-TZVPD basis.

The geometry in XYZ format:
```
117
C34H69N10O4 (the ωB97M-V functional and the def2-TZVPD basis)
C -2.642 0.362 1.533
C -1.465 0.716 0.550
C -0.220 0.010 0.924
N 0.799 0.079 -0.074
C 1.050 1.480 -0.587
C 0.444 -0.838 -1.246
C 1.812 -1.281 -1.798
C 2.813 -1.183 -0.684
C 2.028 -0.625 0.492
H -3.421 1.244 1.136
H -2.653 0.877 2.504
H -3.176 -0.470 1.677
H -1.342 1.713 0.465
H -1.648 0.484 -0.492
H -0.139 -0.975 1.140
H 0.118 0.731 1.901
H 0.288 1.743 -1.244
H 1.913 1.374 -1.268
H 1.509 1.889 0.327
H -0.291 -0.418 -2.038
H -0.136 -1.595 -1.024
H 2.062 -0.544 -2.432
H 1.809 -2.259 -2.215
H 3.778 -0.762 -0.968
H 3.139 -2.062 -0.525
H 2.747 -0.135 1.055
H 1.835 -1.552 1.136
C -2.576 -0.609 5.738
C -1.636 -1.136 4.564
N -0.931 -1.537 3.767
H -2.777 -1.455 6.454
H -1.822 0.042 6.280
H -3.305 -0.008 5.393
C -6.221 5.629 2.120
C -5.364 4.308 2.046
N -4.651 3.364 2.076
H -6.704 5.660 3.191
H -5.547 6.547 2.108
H -6.926 5.394 1.400
C -6.741 0.071 2.597
C -6.206 -0.388 1.328
N -5.795 -0.883 0.308
H -7.077 1.003 2.074
H -7.602 -0.496 2.812
H -6.014 0.214 3.415
C -2.987 4.476 -0.579
C -2.573 3.334 -1.530
N -2.327 2.444 -2.223
H -2.528 5.318 -1.083
H -3.993 4.648 -0.476
H -2.423 4.295 0.323
C 2.074 0.568 4.634
C 2.219 1.640 3.585
N 2.256 2.500 2.779
H 2.679 0.873 5.530
H 1.058 0.439 4.989
H 2.267 -0.473 4.111
C 6.068 2.211 2.967
C 5.626 1.331 1.863
N 5.218 0.542 0.995
H 5.353 2.628 3.705
H 6.888 1.759 3.531
H 6.313 3.139 2.638
C -1.887 0.263 -4.688
C -1.099 -0.920 -4.513
N -0.521 -1.905 -4.341
H -2.526 0.636 -3.688
H -1.611 1.148 -4.928
H -2.768 -0.037 -5.231
C -3.403 -4.117 0.904
C -2.965 -3.221 -0.292
N -2.635 -2.563 -1.205
H -2.585 -4.354 1.576
H -4.497 -3.685 1.045
H -3.552 -5.061 0.660
C 1.654 0.284 -6.369
C 1.417 0.979 -5.077
N 1.244 1.477 -4.034
H 1.869 1.051 -7.055
H 2.386 -0.638 -6.273
H 0.619 -0.302 -6.688
C 6.680 -3.041 0.042
C 7.059 -2.615 1.455
O 7.712 -3.781 1.970
H 6.030 -2.270 -0.440
H 6.104 -4.071 -0.062
H 7.274 -3.070 -0.610
H 6.224 -2.560 1.957
H 7.666 -1.683 1.590
H 7.853 -3.530 2.930
C 5.064 0.016 -4.205
C 6.033 0.538 -3.071
O 7.318 0.476 -3.651
H 5.489 0.556 -5.182
H 4.181 0.181 -3.888
H 5.170 -1.001 -4.461
H 5.970 0.081 -2.081
H 6.042 1.520 -2.699
H 7.975 0.486 -2.875
C -6.802 3.634 -1.668
C -6.112 2.431 -0.981
O -6.111 1.312 -1.719
H -6.070 4.128 -2.450
H -6.852 4.573 -0.940
H -7.697 3.379 -2.251
H -6.658 2.190 0.035
H -5.136 2.584 -0.555
H -5.651 0.610 -0.960
C 0.672 -5.000 1.315
C 0.593 -5.365 -0.251
O 1.015 -4.253 -0.953
H -0.249 -4.802 1.756
H 1.446 -4.288 1.367
H 1.175 -5.940 1.716
H -0.244 -5.531 -0.374
H 1.350 -6.157 -0.307
H 2.010 -4.154 -0.998
```

Results
**Molar mass**: 681.99 Da
**Energy relative to the best compared isomer or geometry (same formula, charge and spin)**: 92.8 kcal per mole
**E_LUMO**: -0.067 hartree
**Net charge**: +1
**Total energy**: -59442.7711 eV
**Max |F|**: 0.32892 Eh/bohr
**Spin multiplicity**: 1